Entry 1:
{"formula": "C19H44NO2P2SW", "method": "ωB97M-V/def2-TZVPD", "multiplicity": 3, "charge": 3, "de_lowest_ev": 1.549, "homo_lumo_gap_ev": [6.6, 4.8], "s_squared": 2.073, "homo_ev": [-17.89, -17.79], "symbols": ["W", "P", "P", "N", "C", "H", "H", "C", "H", "H", "C", "H", "H", "C", "H", "H", "C", "C", "H", "H", "H", "C", "C", "H", "H", "H", "C", "C", "H", "H", "H", "C", "C", "H", "H", "H", "C", "O", "C", "H", "H", "H", "C", "H", "H", "H", "C", "H", "H", "H", "C", "H", "H", "H", "H", "H", "H", "H", "H", "H", "C", "S", "C", "O", "H", "H", "H", "H", "H", "H"], "xyz": [[0.25435, 0.00010, -0.71411], [0.04400, -2.26713, -1.05089], [0.06850, 2.40070, -0.80303], [0.22999, 0.09036, -2.78041], [0.20498, -2.37552, -2.89054], [0.99077, -3.11260, -3.14823], [-0.74818, -2.77311, -3.28214], [0.52513, -1.06294, -3.58942], [1.58764, -1.01789, -3.91725], [-0.05390, -1.01095, -4.54007], [0.50588, 1.34855, -3.45220], [-0.05988, 1.38111, -4.41401], [1.57095, 1.28906, -3.79928], [0.25230, 2.58839, -2.62298], [-0.64227, 3.07808, -3.02796], [1.07739, 3.28595, -2.82818], [1.48747, 3.37973, -0.08737], [1.63038, 3.26902, 1.43352], [2.58703, 3.74027, 1.70490], [1.64244, 2.23926, 1.80447], [0.84679, 3.82366, 1.96571], [-1.51153, 3.24515, -0.36354], [-1.68283, 3.40828, 1.14309], [-2.72504, 3.68390, 1.35462], [-1.08092, 4.24047, 1.52962], [-1.45618, 2.48685, 1.69709], [-1.51207, -3.15480, -0.65107], [-1.63412, -3.44542, 0.84722], [-2.67232, -3.73710, 1.06670], [-1.39386, -2.56229, 1.45706], [-1.00063, -4.28827, 1.16752], [1.46688, -3.37973, -0.52409], [1.69906, -3.45830, 0.98756], [2.68284, -3.93017, 1.14186], [0.95442, -4.09335, 1.48809], [1.71068, -2.48180, 1.48455], [1.46317, -0.07270, 0.80944], [2.15657, -0.14296, 1.79241], [-1.74445, 4.56516, -1.10713], [-0.99165, 5.31570, -0.84731], [-1.76156, 4.45123, -2.19530], [-2.71301, 4.98305, -0.80579], [-1.77944, -4.41757, -1.49128], [-2.76492, -4.81790, -1.21753], [-1.78652, -4.21819, -2.56753], [-1.04883, -5.21015, -1.29367], [1.45341, -4.83044, -1.04861], [2.45428, -5.24657, -0.85512], [0.75321, -5.46915, -0.49126], [1.24881, -4.92475, -2.12265], [1.51544, 4.86789, -0.45924], [0.78212, 5.45254, 0.10980], [2.49493, 5.26335, -0.16028], [1.38718, 5.06886, -1.52653], [2.36244, 2.88912, -0.55104], [2.32950, -2.85633, -0.97813], [-2.26661, 2.52321, -0.71442], [-2.25892, -2.38480, -0.91870], [-0.63504, -0.38228, -2.30949], [-0.60668, -0.54402, 0.64549], [0.23589, -1.17559, 4.40386], [-1.27952, -0.30558, 3.98929], [-1.33387, 0.92586, 5.29050], [-1.02931, 0.47067, 2.73147], [0.42365, -1.06668, 5.48164], [1.08338, -0.76381, 3.83429], [0.08494, -2.25509, 4.21676], [-0.46527, 1.58800, 5.16050], [-2.27610, 1.47472, 5.13968], [-1.33333, 0.41763, 6.26904]]}

---

Entry 2:
{"formula": "C19H45BBeBr3Cl2FLiN6O17P2S2", "method": "ωB97M-V/def2-TZVPD", "charge": -1, "homo_lumo_gap_ev": 0.8, "homo_ev": -4.17, "symbols": ["C", "C", "C", "C", "C", "C", "C", "C", "C", "N", "P", "N", "C", "N", "C", "B", "N", "O", "N", "Cl", "N", "H", "H", "H", "H", "H", "H", "H", "H", "H", "H", "H", "H", "H", "H", "H", "H", "H", "H", "H", "H", "H", "H", "H", "H", "H", "H", "F", "C", "Br", "Br", "Br", "H", "C", "O", "H", "H", "H", "H", "Be", "C", "O", "P", "O", "O", "C", "O", "C", "H", "H", "H", "H", "H", "H", "H", "H", "H", "Cl", "C", "O", "O", "O", "H", "Li", "O", "S", "O", "O", "O", "C", "C", "O", "S", "O", "O", "O", "H", "H", "H", "H"], "xyz": [[11.16636, -0.59513, 2.90889], [10.40707, 0.64481, 2.19400], [8.92524, 0.17184, 1.78037], [7.87712, 1.36079, 1.64170], [8.06579, 2.25924, 0.33503], [7.03916, 1.95982, -0.84733], [5.51471, 1.82586, -0.39900], [4.96947, 3.05188, 0.45872], [3.39337, 3.35880, 0.23332], [2.55058, 2.93528, 1.41067], [2.86979, 3.74406, 2.96454], [2.97258, 2.72042, 4.17927], [1.59237, 2.00375, 1.35891], [1.21523, 1.31685, 0.14130], [0.16536, 0.44726, 0.54918], [-0.67899, -0.55984, -0.45269], [-2.08751, -0.12797, -0.72345], [-0.12045, -1.73865, -1.01715], [-0.10264, 0.53124, 1.96641], [-1.22555, -0.34639, 2.90590], [0.76607, 1.49404, 2.40133], [11.58387, -1.24201, 2.07490], [10.39000, -1.21656, 3.45688], [11.95946, -0.20154, 3.62497], [10.30794, 1.54380, 2.88788], [10.96643, 0.85698, 1.22871], [8.55785, -0.48096, 2.65988], [8.90735, -0.52944, 0.85646], [6.83819, 0.92622, 1.78606], [8.05266, 2.05769, 2.54589], [8.12758, 3.36244, 0.63660], [9.10936, 2.00682, -0.07749], [7.31451, 1.04545, -1.45902], [7.09401, 2.86034, -1.56570], [5.41451, 0.86044, 0.20914], [4.90548, 1.64476, -1.35737], [5.13890, 2.78386, 1.56230], [5.52180, 4.01611, 0.23044], [3.06350, 2.89551, -0.74588], [3.30384, 4.50304, 0.18971], [4.09430, 4.48113, 2.81409], [1.79181, 4.68765, 3.16900], [3.91748, 2.82806, 4.58208], [-2.41059, 0.37855, 0.11100], [-2.68549, -0.94959, -0.89987], [-0.17292, -2.48810, -0.37922], [0.81362, 1.79287, 3.38447], [8.84852, -1.04140, -0.70860], [-6.09279, 0.38117, -1.17996], [-7.79210, 0.64352, -2.06905], [-5.97399, 1.38907, 0.47257], [-5.71954, -1.50697, -0.90541], [-5.31967, 0.76553, -1.84348], [-11.95054, 1.25208, -2.84158], [-10.87476, 1.00088, -3.73566], [-12.90820, 0.97751, -3.34423], [-11.82924, 0.64316, -1.93749], [-11.97258, 2.31218, -2.57835], [-10.06305, 1.24424, -3.27854], [-5.60694, -3.12110, 1.25379], [-6.19975, -4.56637, -5.89339], [-5.66209, -4.09736, -4.65049], [-5.85108, -5.14554, -3.29752], [-6.18515, -3.99174, -2.36156], [-4.23601, -5.41806, -3.25887], [-3.63570, -6.10899, -4.34681], [-6.08066, -6.32107, -2.05386], [-6.93443, -7.40561, -2.41754], [-6.85882, -3.80042, -6.30575], [-5.37981, -4.74235, -6.59371], [-6.76698, -5.49168, -5.76680], [-3.21623, -5.38570, -5.05023], [-4.35875, -6.74582, -4.86671], [-2.82735, -6.73481, -3.96791], [-6.53603, -7.92517, -3.29323], [-7.94032, -7.03333, -2.63599], [-6.98865, -8.10586, -1.58340], [-13.76154, 1.52765, -4.82451], [-16.95607, -0.22084, -6.16983], [-16.20748, 0.79454, -6.26166], [-16.31342, -1.26977, -5.58820], [-18.13217, -0.38344, -6.51836], [-15.48037, -0.76590, -5.47465], [-7.81667, -2.62370, 0.11943], [1.78306, -6.37960, -1.99910], [1.29813, -5.00323, -2.19991], [2.41777, -4.15190, -2.63543], [0.74605, -4.48134, -0.93565], [0.24523, -5.00454, -3.23262], [6.84944, 5.59200, 7.63405], [5.48791, 6.26580, 7.57509], [4.68586, 5.40634, 6.76367], [5.16421, 3.87199, 6.98490], [4.29375, 3.26226, 7.94156], [5.43401, 3.29482, 5.70257], [6.57403, 4.19275, 7.71479], [7.42071, 5.77477, 6.71988], [7.43281, 5.91524, 8.49609], [5.53687, 7.26560, 7.14496], [5.02995, 6.31898, 8.56689]]}

---

Entry 3:
{"formula": "C19H45Cl8N5O10", "method": "ωB97M-V/def2-TZVPD", "multiplicity": 2, "charge": -1, "homo_lumo_gap_ev": [2.8, 6.2], "s_squared": 0.754, "homo_ev": [-1.14, -4.54], "symbols": ["C", "C", "C", "C", "C", "C", "H", "H", "H", "H", "H", "H", "H", "H", "H", "H", "H", "H", "H", "H", "Cl", "C", "C", "Cl", "H", "H", "H", "H", "Cl", "C", "C", "Cl", "H", "H", "H", "H", "Cl", "C", "C", "Cl", "H", "H", "H", "H", "Cl", "C", "C", "Cl", "H", "H", "H", "H", "C", "N", "O", "O", "H", "H", "H", "C", "N", "O", "O", "H", "H", "H", "C", "N", "O", "O", "H", "H", "H", "C", "N", "O", "O", "H", "H", "H", "C", "N", "O", "O", "H", "H", "H"], "xyz": [[2.11025, -1.48208, -1.25428], [2.19316, -0.66335, 0.07998], [0.77989, -0.52400, 0.71085], [-0.25177, 0.27152, -0.17732], [-1.65356, 0.10902, 0.36649], [-2.69719, 0.55587, -0.67307], [1.60781, -2.44437, -1.15614], [3.06830, -1.61821, -1.75598], [1.45888, -0.98572, -1.97360], [3.00859, -0.95262, 0.74293], [2.52339, 0.32892, -0.22737], [0.88531, -0.04712, 1.68532], [0.38195, -1.52160, 0.89663], [0.05227, 1.31797, -0.20211], [-0.14774, -0.14406, -1.17960], [-1.86464, -0.94736, 0.53262], [-1.79997, 0.56845, 1.34404], [-2.49744, 1.61689, -0.82281], [-2.56881, 0.21563, -1.70061], [-3.71359, 0.53216, -0.28004], [-3.24976, 4.62008, 3.63762], [-2.61067, 2.95915, 3.51808], [-3.69313, 1.90006, 3.89056], [-3.93726, 1.84527, 5.69185], [-1.73346, 2.88719, 4.16106], [-2.31758, 2.86333, 2.47260], [-3.28182, 0.90519, 3.71978], [-4.68239, 1.96717, 3.43783], [-3.52515, -2.49414, 4.48658], [-2.39069, -1.88012, 5.67651], [-0.94746, -1.65529, 5.17177], [-0.85407, -0.35666, 3.99782], [-2.35081, -2.57837, 6.51255], [-2.76672, -0.89824, 5.96396], [-0.55101, -2.51800, 4.63635], [-0.34011, -1.40976, 6.04294], [-1.22270, -2.23912, -2.79220], [-0.13270, -3.23857, -3.78215], [-0.55253, -3.30156, -5.27464], [-0.59079, -1.66104, -6.01253], [-0.16524, -4.24940, -3.37559], [0.86408, -2.83928, -3.59479], [-1.48125, -3.83520, -5.47657], [0.14922, -3.96082, -5.78554], [-4.93008, 3.34855, 0.63651], [-5.08555, 3.36753, -1.09292], [-5.98190, 2.28979, -1.55541], [-7.69634, 2.42792, -1.05104], [-4.09928, 3.19851, -1.52512], [-5.35844, 4.40241, -1.29943], [-5.67663, 1.24844, -1.45284], [-5.95810, 2.25015, -2.64442], [1.44859, 3.51515, 1.66980], [1.55027, 4.65250, 2.62076], [0.93697, 4.65092, 3.65537], [2.33545, 5.59590, 2.35496], [1.25020, 4.02815, 0.72874], [0.68171, 2.80467, 1.97834], [2.43745, 3.05751, 1.64096], [0.98105, -3.94701, 2.59713], [1.35080, -4.14383, 1.17522], [2.50726, -3.88567, 0.81349], [0.43955, -4.55339, 0.40484], [1.21996, -2.88698, 2.68281], [1.48816, -4.52825, 3.36725], [-0.09691, -4.04108, 2.72854], [-1.25051, 2.04913, -4.02637], [0.10479, 1.49992, -4.40892], [0.69362, 0.84178, -3.59238], [0.46476, 1.78954, -5.51873], [-1.13866, 2.28283, -2.96760], [-1.84845, 1.15261, -4.19021], [-1.60274, 2.81730, -4.71480], [3.86634, 0.94036, -3.06048], [5.21874, 1.44051, -3.47492], [5.59808, 2.47567, -2.94900], [5.87764, 0.77419, -4.26234], [3.15133, 1.68778, -3.40436], [3.91346, 0.79931, -1.98068], [3.67052, -0.01092, -3.55527], [6.11994, -2.77642, 0.85515], [5.58097, -2.48627, -0.50332], [5.62615, -1.33720, -0.89724], [5.08802, -3.36940, -1.15591], [7.08400, -2.26922, 0.89300], [6.05891, -3.85459, 1.00332], [5.46784, -2.31658, 1.59772]]}